C3H3OP | ωB97M-V/def2-TZVPD

Structure (XYZ):
```
8
Properties=species:S:1:pos:R:3:lowdin_charge:R:1
C 1.75 -0.48 0.33 -0.18
C 0.53 -0.26 0.02 -0.25
C -0.80 -0.10 -0.21 -0.01
O 4.89 0.66 -0.71 -0.54
P 4.39 -0.26 0.30 0.95
H 2.09 -1.05 1.29 0.00
H -1.26 0.77 0.18 0.03
H -1.40 -0.78 -0.67 0.01
```

Calculated values
HOMO energy (spin up / spin down) (hartree): -0.28872 / -0.28640
Frontier orbital gap (spin up / spin down) (eV): 6.1 / 6.0
Total energy (hartree): -532.533483
Energy above the lowest of the compared OMol25 structures with the same formula, charge and spin (eV): 4.048